1.
Computed, not measured: a molecular structure, C8H23ClI2NOP2Pt, with wB97M-V/def2-TZVPD.

```
! wB97M-V def2-TZVPD RIJCOSX def2/J DEFGRID3
* xyz 3 5
I 0.8696 2.9210 0.1998
I -2.8825 0.1845 -0.6845
Pt -0.3692 0.6483 -0.0994
P 0.4569 0.2628 -2.3123
C 0.7669 1.8460 -3.1287
C 1.9385 -0.7638 -2.5719
H 2.0981 -0.8945 -3.6518
H -0.3688 -0.7181 -4.3892
H 1.7970 -1.7458 -2.1099
H -0.9958 -1.5819 -2.9712
H 1.3303 2.5276 -2.4639
H 2.8275 -0.2992 -2.1397
C -0.7581 -0.6004 -3.3723
H 1.3126 1.7305 -4.0759
H -1.6712 -0.0142 -3.4014
H -0.2297 2.2685 -3.3119
P -0.6157 0.2637 2.2582
C -0.7256 1.8600 3.1228
C -2.1814 -0.6077 2.6635
H 0.6903 -1.7274 2.6730
H 0.2495 -0.8809 4.1845
H 1.5780 -0.2673 3.1681
C 0.5933 -0.7477 3.1501
H -2.1995 -1.5900 2.1935
H -2.2742 -0.7212 3.7484
H -0.6627 1.7464 4.2163
H -1.7041 2.2746 2.8336
H -3.0153 -0.0206 2.2799
H 0.0746 2.5354 2.7729
Cl 0.1725 -1.7365 0.0258
C 4.5875 0.6073 1.0811
C 3.3878 -0.2000 0.7966
N 3.3950 -1.5400 0.7645
O 2.3146 0.3723 0.5132
H 5.3903 0.4246 0.3728
H 4.9905 0.4156 2.0657
H 4.2609 1.6324 1.0254
H 2.4733 -1.9561 0.6033
H 4.1784 -2.1215 0.9892
*
```

Calculated values
DFT total energy ... -2305.10607 Ha
⟨S²⟩ ... 6.022
Kohn-Sham gap (spin up / spin down) ... 7.5 / 4.4 eV

Table of Mulliken atomic charges, one value per atom, all in e: I 0.40; I 0.40; Pt 0.63; P 0.68; C -1.23; C -1.04; H 0.49; H 0.46; H 0.35; H 0.37; H 0.32; H 0.30; C -1.25; H 0.44; H 0.40; H 0.38; P 0.66; C -1.21; C -1.24; H 0.34; H 0.50; H 0.29; C -1.03; H 0.37; H 0.46; H 0.44; H 0.38; H 0.39; H 0.33; Cl -0.31; C -1.24; C 0.48; N -0.16; O 0.06; H 0.38; H 0.39; H 0.29; H 0.08; H 0.24

2.
Computed, not measured: a gas-phase ion, C5H12NO (charge -2), with wB97M-V/def2-TZVPD.

```
! wB97M-V def2-TZVPD RIJCOSX def2/J DEFGRID3
* xyz -2 2
C 0.7410 -1.5270 -1.9013
C -0.3559 -0.8091 -1.1060
N 0.1035 0.1465 -0.1105
C 1.2513 -0.1679 0.7151
C -1.0474 0.6511 0.6513
C -0.8368 1.9244 1.5120
O -0.0719 1.8476 2.6149
H 0.2996 -2.3208 -2.5053
H 1.2441 -0.9138 -2.6619
H 1.4548 -1.9629 -1.2074
H -0.9598 -1.6202 -0.6594
H -0.9704 -0.2374 -1.8008
H 2.1418 0.3970 0.4081
H 1.0666 0.0959 1.7523
H 1.5219 -1.2253 0.6914
H -1.4856 -0.1632 1.2479
H -1.7785 0.9548 -0.1061
H -0.4398 2.6698 0.7613
H -1.8785 2.2605 1.7044
*
```

Calculated values
DFT total energy ... -327.50894 Ha
⟨S²⟩ ... 0.751
Kohn-Sham gap (spin up / spin down) ... 3.0 / 6.8 eV

Table of Mulliken atomic charges, one value per atom, all in e: C -3.72; C -1.11; N 0.66; C -1.51; C -0.83; C -0.60; O -0.86; H 1.47; H 0.38; H 0.61; H 0.60; H 0.46; H 0.24; H 0.30; H 0.74; H 0.36; H 0.36; H 0.19; H 0.25

3.
Computed, not measured: 4 unconnected molecules or ions with the total composition C14H22Br2O9, with wB97M-V/def2-TZVPD.

```
! wB97M-V def2-TZVPD RIJCOSX def2/J DEFGRID3
* xyz 0 1
C 30.1382 -5.2405 7.8120
C 31.4271 -4.5679 7.4617
C 32.6957 -5.4260 7.6034
O 33.3731 -5.2358 6.3648
C 32.6196 -4.5143 5.5191
O 32.9394 -4.1791 4.4516
O 31.4199 -4.2410 6.0629
H 29.9270 -6.1037 7.1787
H 29.3334 -4.5324 7.5870
H 30.0546 -5.5325 8.8574
H 31.5564 -3.6488 8.0386
H 32.4941 -6.4749 7.8065
H 33.3231 -5.0235 8.3973
C 25.2651 2.7759 9.4724
C 24.0488 1.9208 9.6462
C 22.7302 2.6597 9.4453
O 21.9061 1.6629 8.7538
C 22.7276 0.7909 8.1247
O 22.3823 0.0226 7.3308
O 23.9909 0.9304 8.5642
H 25.5307 2.8353 8.4269
H 26.0826 2.4259 10.0837
H 25.0834 3.8191 9.7604
H 24.0679 1.3233 10.5637
H 22.8602 3.4695 8.7147
H 22.2103 3.0078 10.3282
C 29.7013 1.1982 3.4122
C 28.2984 0.7090 3.6855
C 28.1511 0.0599 5.0774
O 27.0849 0.7914 5.6695
C 26.7120 1.8222 4.8851
O 25.9176 2.6378 5.1403
O 27.3862 1.8187 3.7376
H 29.6780 1.7970 2.4980
H 30.4040 0.3776 3.2968
H 30.0135 1.8865 4.2003
H 27.9602 0.0099 2.9177
H 29.0848 0.1825 5.6302
H 27.9532 -1.0011 4.9936
Br 27.8263 0.1210 11.1944
C 27.3659 -0.3404 9.3253
C 27.7214 -1.7939 9.2011
Br 27.2287 -2.5692 7.4582
H 27.9408 0.3195 8.6947
H 26.3000 -0.1813 9.2302
H 27.2471 -2.4124 9.9514
H 28.7905 -1.9776 9.2458
*
```

Calculated values
SMILES ... C[C@H]1COC(=O)O1.C[C@H]1COC(=O)O1.C[C@H]1COC(=O)O1.BrCCBr
DFT total energy ... -6371.89102 Ha
Kohn-Sham gap ... 10.9 eV

Table of Mulliken atomic charges, one value per atom, all in e: C -1.11; C 0.54; C -0.40; O -0.34; C 0.62; O -0.50; O -0.34; H 0.39; H 0.03; H 0.38; H 0.21; H 0.28; H 0.28; C -1.20; C 0.47; C -0.52; O -0.37; C 0.55; O -0.49; O -0.26; H 0.26; H 0.22; H 0.40; H 0.29; H 0.32; H 0.31; C -1.45; C 0.45; C -0.45; O -0.10; C 0.54; O -0.51; O -0.39; H 0.36; H 0.38; H 0.36; H 0.27; H 0.25; H 0.29; Br -0.18; C -0.25; C -0.75; Br -0.23; H 0.34; H 0.17; H 0.45; H 0.43

4.
Computed, not measured: a molecular structure, C16H31F3O3P2PtS, with wB97M-V/def2-TZVPD.

```
! wB97M-V def2-TZVPD RIJCOSX def2/J DEFGRID3
* xyz 0 3
P 0.5061 -1.9904 -1.2766
P 0.6159 1.8028 -1.7971
C 0.0118 -0.8120 -2.6358
C 1.0313 0.3038 -2.7462
H -1.0160 -0.4625 -2.4270
H -0.0259 -1.3501 -3.5900
H 2.0440 0.0118 -2.4104
H 1.0883 0.6255 -3.7926
C -0.3435 2.7540 -3.0719
H -0.9650 3.5123 -2.5896
H -1.0336 2.1225 -3.6422
H 0.3485 3.2423 -3.7791
C 2.1176 2.8032 -1.6617
H 2.2050 3.4276 -2.5611
H 2.9971 2.1478 -1.6043
H 2.0754 3.4421 -0.7696
C -0.1914 -3.5134 -1.9749
H 0.0299 -4.3145 -1.2563
H 0.3172 -3.7321 -2.9291
H -1.2729 -3.4226 -2.1168
C 2.3047 -2.3603 -1.4140
H 2.9703 -1.4777 -1.4658
H 2.4360 -2.9483 -2.3416
H 2.5621 -2.9737 -0.5286
Pt 2.8395 -0.9725 2.2119
C -0.7148 1.9455 -0.4592
C -2.1704 2.0094 -0.6269
C -2.9668 0.8150 -0.8902
C -3.0809 -0.1128 0.3706
C -2.4013 -1.3917 0.1043
C -1.0026 -1.5640 0.0518
C -0.0568 -0.4965 0.7386
C -0.3514 1.0423 0.7984
C 1.8963 -2.3894 3.2331
H -0.4043 2.9474 -0.0763
H -2.6785 2.8424 -0.0480
H -2.5573 0.1593 -1.6907
H -3.9800 1.1362 -1.1611
H -2.6450 0.4441 1.2110
H -4.1176 -0.3806 0.6357
H -2.9333 -2.3387 0.2665
H -0.7878 -2.4866 0.6733
H 1.0347 -0.6519 0.4835
H -0.0013 -0.8448 1.8000
H -1.0691 1.1904 1.6073
H 0.6247 1.3679 1.2329
H 1.7031 -2.2242 4.3109
H 2.7292 -3.0873 3.0305
H 0.9956 -2.6617 2.6712
F -1.5299 1.6437 4.6952
C -0.2401 1.8817 4.3859
F -0.2234 2.6346 3.2572
F 0.3166 2.6113 5.3695
S 0.6133 0.2485 4.1013
O 1.1515 -0.1039 5.4044
O -0.4951 -0.5790 3.6182
O 1.6904 0.5277 3.0716
*
```

Calculated values
DFT total energy ... -2353.37980 Ha
⟨S²⟩ ... 2.036
Kohn-Sham gap (spin up / spin down) ... 5.5 / 5.2 eV

Table of Mulliken atomic charges, one value per atom, all in e: P 1.28; P 1.53; C -0.78; C -1.26; H -0.06; H 0.69; H 0.35; H 0.61; C -1.68; H 0.44; H 0.35; H 0.50; C -1.30; H 0.44; H 0.44; H 0.36; C -1.55; H 0.40; H 0.47; H 0.39; C -1.29; H 0.43; H 0.47; H 0.31; Pt 0.40; C 0.75; C -1.26; C -0.52; C -0.66; C -1.41; C 0.33; C 0.63; C -2.07; C -1.04; H 0.47; H 0.22; H 0.21; H 0.41; H 0.24; H 0.47; H 0.40; H 0.36; H -0.14; H -0.72; H 0.63; H 0.92; H 0.29; H 0.30; H 0.21; F -0.24; C 0.61; F -0.22; F -0.24; S 0.84; O -0.57; O -0.61; O -0.55

5.
Computed, not measured: 4 unconnected molecules or ions with the total composition C26H43BrClNO13, with wB97M-V/def2-TZVPD.

```
! wB97M-V def2-TZVPD RIJCOSX def2/J DEFGRID3
* xyz 0 1
C 1.0515 -8.0706 0.3128
C 1.1995 -6.9607 -0.4002
C 1.7373 -5.4882 -0.8052
C 0.9887 -4.2766 -0.5851
O -0.3227 -4.3600 0.0145
N -1.2113 -4.3916 -1.0360
O -2.0779 -3.5808 -0.8143
C 1.6657 -2.8465 -0.9948
O 0.9690 -1.8272 -1.2978
C 3.3002 -2.8432 -0.9290
Br 4.2984 -1.1910 -0.5015
C 4.0598 -4.0631 -1.1505
Cl 5.9007 -4.1380 -1.0452
C 3.2296 -5.4074 -1.4682
O 3.6848 -6.3798 -2.1554
H 0.9552 -8.9912 1.0140
C 1.3333 6.6959 -1.3318
O 1.2727 5.3655 -1.8170
C 2.1352 5.1148 -2.9241
C 2.8710 3.7860 -2.7590
O 3.8661 3.7503 -1.7325
C 3.4234 3.9038 -0.3821
C 2.5740 2.7590 0.1773
O 1.3069 2.6874 -0.4689
C 0.9606 1.3785 -0.8982
H 0.6401 7.3257 -1.9012
H 1.0186 6.6861 -0.2872
H 2.3425 7.1078 -1.3791
H 2.8619 5.9225 -3.0596
H 1.5025 5.0658 -3.8166
H 3.4127 3.5962 -3.6912
H 2.1750 2.9545 -2.6461
H 2.9358 4.8688 -0.2460
H 4.3384 3.9514 0.2185
H 2.3836 2.9476 1.2375
H 3.1291 1.8183 0.0903
H 1.8287 0.8244 -1.2664
H 0.2494 1.4732 -1.7232
H 0.4809 0.8353 -0.0804
C -7.8208 -7.1328 -1.2881
O -6.8078 -7.7943 -2.0278
C -7.0606 -7.8469 -3.4303
C -5.8034 -7.5126 -4.2323
O -5.3705 -6.1514 -4.1715
C -4.9357 -5.6565 -2.9033
C -3.6391 -6.2627 -2.3590
O -3.8078 -7.6357 -2.0194
C -2.7880 -8.4781 -2.5348
H -8.6123 -7.8459 -1.0303
H -7.3737 -6.7593 -0.3655
H -8.2404 -6.2843 -1.8304
H -7.8708 -7.1692 -3.7186
H -7.3694 -8.8723 -3.6600
H -6.0333 -7.6941 -5.2871
H -4.9817 -8.1862 -3.9878
H -5.7424 -5.7119 -2.1732
H -4.7535 -4.5874 -3.0569
H -3.3640 -5.7374 -1.4419
H -2.8361 -6.1201 -3.0903
H -2.4621 -8.1653 -3.5312
H -3.1983 -9.4882 -2.6184
H -1.9398 -8.4986 -1.8459
C 3.2458 5.3793 6.8551
O 2.0976 5.6615 6.0722
C 1.4299 6.8660 6.4430
C 1.0364 7.6820 5.2123
O 2.1164 8.2812 4.4918
C 3.0502 7.4040 3.8595
C 2.5070 6.5851 2.6849
O 1.5513 5.6224 3.1177
C 0.3573 5.6206 2.3485
H 2.9493 4.8341 7.7584
H 3.9070 4.7430 6.2646
H 3.7944 6.2832 7.1238
H 2.0467 7.4792 7.1080
H 0.5234 6.5741 6.9836
H 0.4236 8.5196 5.5604
H 0.3993 7.1085 4.5387
H 3.5417 6.7708 4.5973
H 3.8366 8.0557 3.4635
H 3.3342 6.0340 2.2290
H 2.0895 7.2625 1.9320
H 0.0633 6.6296 2.0440
H -0.4427 5.2129 2.9723
H 0.4824 4.9792 1.4722
*
```

Calculated values
SMILES ... C#CC1=C(ON=O)C(=O)C(Br)=C(Cl)C1=O.COCCOCCOC.COCCOCCOC.COCCOCCOC
DFT total energy ... -5082.97710 Ha
Kohn-Sham gap ... 6.5 eV

Table of Mulliken atomic charges, one value per atom, all in e: C -0.20; C -0.63; C 0.52; C 0.56; O -0.26; N 0.16; O -0.30; C 0.51; O -0.47; C 0.07; Br -0.06; C 0.05; Cl -0.13; C 0.28; O -0.48; H 0.35; C -0.53; O -0.24; C -0.55; C -0.24; O -0.53; C 0.09; C -0.22; O -0.31; C -0.97; H 0.34; H -0.14; H 0.40; H 0.34; H 0.40; H 0.44; H -0.01; H -0.19; H 0.43; H 0.43; H 0.00; H 0.36; H 0.37; H 0.30; C -0.84; O -0.27; C -0.51; C -0.27; O -0.49; C -0.27; C -0.22; O -0.32; C -0.80; H 0.29; H 0.24; H 0.40; H 0.34; H 0.39; H 0.43; H 0.05; H 0.08; H 0.40; H 0.23; H 0.30; H 0.39; H 0.26; H 0.24; C -0.85; O -0.24; C -0.52; C -0.27; O -0.48; C -0.52; C -0.08; O -0.22; C -0.73; H 0.28; H 0.23; H 0.41; H 0.35; H 0.39; H 0.44; H 0.02; H 0.15; H 0.45; H 0.20; H 0.26; H 0.48; H 0.24; H 0.04

6.
Computed, not measured: a molecular structure, C36H33Br6F5O3, with wB97M-V/def2-TZVPD.

```
! wB97M-V def2-TZVPD RIJCOSX def2/J DEFGRID3
* xyz 0 1
C -1.4939 -2.9685 0.3063
C -0.6865 -3.7030 1.4195
C -0.5895 -2.8821 2.6909
O -0.9947 -3.7304 3.7256
C -1.4960 -4.8406 3.2839
O -2.0633 -5.6492 4.0398
O -1.3459 -4.8483 1.8857
H -2.5692 -2.9370 0.4816
H -1.3337 -3.4755 -0.6453
H -1.2462 -1.9157 0.1712
H 0.3456 -3.9825 1.2077
H -1.1841 -1.9690 2.6636
H 0.4359 -2.5294 2.8018
F -6.1466 -0.2419 6.2592
C -5.4833 -0.8722 5.2906
C -5.0149 -0.1444 4.1812
C -4.3440 -0.8281 3.0857
C -4.0954 -2.1716 3.1886
C -4.5737 -2.8947 4.2833
C -5.2590 -2.2763 5.3250
H -5.3329 0.8859 4.2434
H -3.8318 -0.3103 2.2882
H -3.6080 -2.5946 2.3226
H -4.5144 -3.9621 4.4367
H -5.6365 -2.8655 6.1476
F -3.5071 -0.9259 -6.4499
C -2.8316 -0.4195 -5.4101
C -2.4329 0.9121 -5.4129
C -1.7671 1.4002 -4.2894
C -1.7777 0.7441 -3.0608
C -2.1693 -0.6518 -3.1012
C -2.6264 -1.2336 -4.2478
H -2.7206 1.5909 -6.2021
H -1.4450 2.4307 -4.3172
H -1.3841 1.1724 -2.1509
H -2.1555 -1.2368 -2.1934
H -2.6848 -2.3111 -4.2921
F 1.3618 4.8876 4.9888
C 1.9808 4.4224 3.8878
C 1.6256 3.1666 3.3603
C 2.1857 2.6774 2.1742
C 3.1027 3.4514 1.4768
C 3.4671 4.6928 1.9361
C 2.8634 5.1868 3.1531
H 0.8532 2.6062 3.8660
H 1.9797 1.6558 1.8908
H 3.5207 3.0664 0.5584
H 4.2595 5.2458 1.4537
H 3.1661 6.1441 3.5510
F -1.8351 0.8536 1.5115
C -1.1737 1.7885 0.8017
C -1.5268 3.1457 0.8781
C -0.7854 4.0741 0.1841
C 0.3520 3.7053 -0.5852
C 0.6225 2.3631 -0.7040
C -0.0486 1.3559 0.0586
H -2.3457 3.4508 1.5127
H -0.9884 5.1139 0.3942
H 1.0112 4.3962 -1.0898
H 1.4125 1.9650 -1.3235
H 0.3604 0.3587 -0.0097
F 1.0064 -2.4846 -1.9162
C 1.3488 -2.0393 -3.1607
C 1.9198 -3.0053 -4.0544
C 2.6198 -2.5504 -5.1613
C 2.6122 -1.2256 -5.5006
C 1.9128 -0.2896 -4.8082
C 1.3943 -0.6813 -3.5228
H 1.9195 -4.0572 -3.8096
H 3.3359 -3.0580 -5.7905
H 3.1660 -0.9118 -6.3730
H 1.7911 0.6941 -5.2373
H 0.9362 0.0559 -2.8800
C 4.3791 -1.3307 1.6228
Br 2.8463 -1.0514 0.4001
Br 3.7936 -0.7883 3.4684
Br 5.8154 -0.0964 1.1212
H 4.7645 -2.3492 1.5743
C 5.8868 1.6296 -2.7295
Br 4.1636 1.5560 -1.7801
Br 5.3641 2.3559 -4.4919
Br 6.6328 -0.2479 -2.6425
H 6.5340 2.3366 -2.2105
*
```

Calculated values
DFT total energy ... -17560.61958 Ha
Kohn-Sham gap ... 8.4 eV

Table of Mulliken atomic charges, one value per atom, all in e: C -1.07; C 0.42; C -0.04; O -0.36; C 0.66; O -0.60; O -0.42; H 0.39; H 0.42; H -0.03; H 0.39; H 0.08; H 0.21; F -0.30; C 0.30; C -0.43; C -0.53; C 0.22; C -0.66; C -0.45; H 0.38; H 0.39; H 0.32; H 0.34; H 0.39; F -0.32; C 0.51; C -0.72; C -0.20; C -0.69; C -0.07; C -0.66; H 0.43; H 0.43; H 0.46; H 0.44; H 0.41; F -0.32; C 0.10; C -0.42; C -0.12; C -0.05; C -0.70; C -0.46; H 0.47; H 0.47; H 0.24; H 0.42; H 0.39; F -0.08; C 0.70; C -0.70; C -0.58; C -1.00; C 0.28; C 0.09; H 0.49; H 0.39; H 0.55; H 0.01; H -0.30; F -0.16; C 0.13; C -0.60; C -0.46; C -0.36; C -0.99; C 0.18; H 0.42; H 0.34; H 0.37; H 0.47; H 0.64; C -0.51; Br 0.12; Br -0.07; Br -0.05; H 0.52; C -0.38; Br 0.16; Br -0.08; Br -0.06; H 0.45

7.
Computed, not measured: a gas-phase ion, CHO3PS2 (charge -2), with wB97M-V/def2-TZVPD.

```
! wB97M-V def2-TZVPD RIJCOSX def2/J DEFGRID3
* xyz -2 1
O 0.2261 1.7719 0.4498
C 0.4578 0.6204 0.8465
S 1.1004 0.1450 2.3022
P -0.1132 -0.6829 -0.3814
O -1.8542 -1.3676 0.5234
O -0.5364 0.3335 -1.5679
S 1.1671 -1.9854 -1.1213
H -0.4476 1.1651 -1.0512
*
```

Calculated values
SMILES ... [O-]C(=S)[P@@]([O-])(O)=S
DFT total energy ... -1402.15448 Ha
Kohn-Sham gap ... 6.1 eV

Table of Mulliken atomic charges, one value per atom, all in e: O -0.67; C 0.37; S -0.53; P 0.47; O -0.91; O -0.50; S -0.62; H 0.39

8.
Computed, not measured: 9 unconnected molecules or ions with the total composition C4H26O10, with wB97M-V/def2-TZVPD.

```
! wB97M-V def2-TZVPD RIJCOSX def2/J DEFGRID3
* xyz 0 1
O -2.0868 2.2201 0.3239
C -1.0198 3.0820 -0.1172
C -0.0086 3.2484 1.0470
C 1.3611 2.5026 0.9315
C 2.0236 2.5309 -0.4614
O 2.5353 1.2709 -0.8616
H -2.5605 2.7556 0.9322
H -0.5362 2.5839 -0.9533
H -1.4591 4.0640 -0.3138
H 0.2044 4.3066 1.2414
H -0.4642 2.7952 1.9218
H 1.0694 1.4873 1.2178
H 2.0526 2.9147 1.6656
H 2.7709 3.3432 -0.4976
H 1.2904 2.9619 -1.1497
H 3.3369 1.2204 -0.3337
O 0.4429 -0.7386 -1.2308
H -0.1504 -1.2903 -0.7148
H 0.8932 -0.2112 -0.5672
O 0.0084 0.0155 3.7646
H 0.4928 -0.7479 4.1102
H 0.0079 -0.1820 2.8256
O -0.7931 -1.8599 1.3247
H -1.0485 -2.6506 0.8291
H -1.5489 -1.6562 1.8904
O -2.8120 -1.7669 -0.7656
H -2.9761 -1.1759 -0.0222
H -3.0869 -1.2574 -1.5335
O -1.6373 -3.9794 -1.1867
H -2.1916 -3.3160 -0.7120
H -1.9599 -3.8127 -2.0802
O -0.5871 1.2131 -3.4114
H -0.8216 0.7096 -4.1957
H 0.0076 0.6449 -2.9047
O 1.7354 -2.9190 -1.9186
H 1.4146 -1.9879 -1.9999
H 0.9464 -3.2957 -1.5032
O 1.6092 -2.2915 2.7450
H 1.7524 -3.0773 2.2035
H 0.9057 -1.8440 2.2610
*
```

Calculated values
SMILES ... OCCCCO.O.O.O.O.O.O.O.O
DFT total energy ... -920.34755 Ha
Kohn-Sham gap ... 10.2 eV

Table of Mulliken atomic charges, one value per atom, all in e: O -0.54; C -0.10; C -0.61; C 0.04; C -0.88; O -0.51; H 0.32; H 0.02; H 0.23; H 0.36; H 0.30; H -0.16; H 0.46; H 0.39; H 0.40; H 0.32; O -0.46; H 0.34; H 0.25; O -0.64; H 0.39; H 0.24; O -0.58; H 0.21; H 0.28; O -0.60; H 0.28; H 0.27; O -0.62; H 0.39; H 0.28; O -0.65; H 0.29; H 0.31; O -0.67; H 0.39; H 0.29; O -0.65; H 0.31; H 0.32

> What is the DFT total energy in the eighth record?

-920.34755 Ha